{
  "formula": "C18H27B3Cl33NO3",
  "method": "ωB97M-V/def2-TZVPD",
  "symbols": ["C", "C", "C", "C", "B", "O", "B", "O", "B", "C", "C", "C", "N", "O", "H", "H", "H", "H", "H", "H", "H", "H", "H", "H", "H", "H", "H", "H", "H", "H", "C", "Cl", "Cl", "Cl", "H", "C", "Cl", "Cl", "Cl", "H", "C", "Cl", "Cl", "Cl", "H", "C", "Cl", "Cl", "Cl", "H", "C", "Cl", "Cl", "Cl", "H", "C", "Cl", "Cl", "Cl", "H", "C", "Cl", "Cl", "Cl", "H", "C", "Cl", "Cl", "Cl", "H", "C", "Cl", "Cl", "Cl", "H", "C", "Cl", "Cl", "Cl", "H", "C", "Cl", "Cl", "Cl", "H"],
  "coordinates": [[-1.24, -2.84, -1.65], [-1.28, -4.21, -2.43], [-0.31, -4.19, -3.69], [0.57, -5.50, -3.81], [1.81, -5.52, -2.81], [1.69, -6.13, -1.52], [2.88, -5.75, -0.81], [3.39, -4.41, -0.84], [3.31, -3.94, -2.19], [3.41, -2.38, -2.55], [3.62, -2.07, -4.07], [4.80, -1.10, -4.43], [2.91, -2.49, -5.05], [3.09, -4.97, -3.17], [-0.40, -2.18, -2.01], [-1.00, -3.08, -0.58], [-2.23, -2.32, -1.73], [-1.04, -5.08, -1.76], [-2.33, -4.36, -2.79], [0.29, -3.25, -3.75], [-0.99, -4.19, -4.59], [-0.07, -6.40, -3.56], [0.85, -5.62, -4.89], [3.45, -6.61, -0.21], [4.31, -1.98, -2.01], [2.46, -1.88, -2.22], [4.37, -0.07, -4.35], [5.66, -1.18, -3.73], [5.10, -1.20, -5.51], [2.17, -3.08, -4.66], [-2.72, -4.20, 2.11], [-1.32, -4.78, 1.19], [-2.27, -2.82, 3.11], [-4.04, -3.78, 1.01], [-3.06, -5.00, 2.76], [2.31, 2.18, -5.57], [1.01, 2.78, -4.53], [3.88, 2.78, -5.01], [2.31, 0.42, -5.62], [2.14, 2.56, -6.58], [-4.12, 0.95, 3.86], [-3.11, 0.72, 5.30], [-3.47, 2.25, 2.85], [-4.26, -0.54, 2.92], [-5.11, 1.24, 4.19], [4.14, 3.40, -1.38], [2.82, 3.99, -0.35], [5.70, 4.00, -0.81], [4.13, 1.64, -1.45], [3.97, 3.78, -2.39], [0.92, -1.84, 5.84], [1.24, -1.73, 7.57], [0.95, -3.52, 5.30], [-0.63, -1.09, 5.44], [1.70, -1.30, 5.31], [-3.54, 5.45, 4.74], [-4.17, 5.03, 6.34], [-4.83, 6.09, 3.71], [-2.22, 6.63, 4.88], [-3.14, 4.55, 4.28], [9.64, 4.18, -2.82], [8.03, 3.47, -2.92], [9.71, 5.36, -1.49], [10.87, 2.93, -2.60], [9.85, 4.71, -3.74], [1.37, 8.08, 3.66], [2.43, 8.04, 5.08], [1.37, 9.69, 2.93], [1.86, 6.86, 2.48], [0.36, 7.86, 3.99], [-8.35, 0.37, 2.70], [-7.31, 0.31, 4.12], [-8.35, 2.00, 2.00], [-7.84, -0.82, 1.50], [-9.37, 0.14, 3.00], [-3.63, 10.25, 4.39], [-3.31, 10.85, 6.02], [-4.66, 11.38, 3.50], [-2.11, 9.97, 3.53], [-4.15, 9.30, 4.47], [-6.19, -7.32, -0.39], [-7.47, -6.70, 0.66], [-4.62, -6.71, 0.12], [-6.21, -9.08, -0.42], [-6.38, -6.96, -1.40]],
  "lowdin_charge": [-0.12, -0.23, -0.19, -0.07, -0.48, 0.21, -0.23, 0.21, -0.45, 0.01, -0.42, -0.09, 0.12, 0.22, 0.06, 0.00, 0.07, 0.08, 0.10, 0.09, 0.11, 0.12, 0.11, 0.11, 0.12, 0.13, -0.01, 0.08, 0.09, 0.03, -1.49, 0.58, 0.48, 0.49, 0.02, -1.50, 0.53, 0.54, 0.61, 0.02, -1.52, 0.51, 0.56, 0.48, -0.07, -1.55, 0.52, 0.51, 0.51, -0.03, -1.53, 0.53, 0.52, 0.47, 0.02, -1.55, 0.53, 0.52, 0.53, -0.05, -1.54, 0.49, 0.52, 0.52, 0.01, -1.55, 0.53, 0.51, 0.52, -0.04, -1.52, 0.56, 0.53, 0.53, 0.01, -1.55, 0.52, 0.53, 0.49, -0.01, -1.54, 0.52, 0.50, 0.52, 0.01],
  "energy_ha": -16243.58717,
  "molar_mass_g_mol": 1507.80,
  "homo_ha": -0.367,
  "largest_force_ev_per_a": 3.11,
  "e_lumo_ev": 0.2
}